# 1
Entry from the OMol25 dataset: a structure of composition C14H23N3O3S (ωB97M-V/def2-TZVPD).

## Properties
LUMO energy = 0.3 eV
Energy relative to the best compared isomer or geometry (same formula, charge and spin) = 289.9 kcal/mol
HOMO energy = -8.5 eV
HOMO-LUMO gap = 8.765 eV
E = -1335.01429 Eh
2S+1 = 1

CARTESIAN COORDINATES (ANGSTROEM)
C1 5.809 0.472 2.063
C2 4.914 1.235 1.134
H1 5.419 2.073 0.473
H2 4.090 1.742 1.737
O1 4.091 0.136 0.154
C3 3.059 0.758 -0.433
O2 2.754 1.895 -0.361
N1 2.493 -0.078 -1.374
C4 2.681 -1.496 -1.168
H3 3.055 -1.751 -0.044
C5 1.376 -2.067 -1.384
N2 0.206 -1.428 -0.986
C6 -0.202 -2.036 0.185
S1 0.423 -2.914 1.344
N3 -1.381 -1.203 0.592
C7 -2.556 -0.932 0.083
O3 -2.493 -1.242 -1.183
C8 -3.653 -0.378 0.877
H4 -3.692 -0.906 1.562
C9 -4.915 -0.063 0.069
H5 -4.704 -0.371 -1.175
C10 -5.344 1.473 0.222
C11 -3.882 2.149 0.389
H6 -3.355 2.122 -0.414
H7 -3.968 3.215 0.488
C12 -3.143 1.096 1.314
H8 -3.647 1.039 2.313
H9 -2.111 1.372 1.365
H10 -5.971 1.514 1.026
H11 -5.675 1.720 -0.760
H12 -5.694 -0.633 0.235
H13 -1.547 -1.290 1.593
C13 0.121 -0.203 -1.510
H14 -0.686 -0.466 -2.342
C14 1.385 0.203 -2.109
H15 1.440 1.561 -2.142
H16 1.621 -0.137 -3.283
H17 -0.283 0.483 -0.519
H18 1.284 -2.327 -2.466
H19 1.333 -3.128 -0.852
H20 3.627 -1.948 -1.561
H21 6.324 0.023 1.576
H22 5.144 -0.302 2.625
H23 6.252 1.018 2.648

Cartesian forces, eV/Å:
C -16.91 1.52 3.65
C -2.39 1.21 -1.00
H -1.07 -2.16 0.97
H 0.95 -0.65 -1.21
O 2.09 2.93 2.64
C 0.81 -1.82 -2.05
O -0.59 2.82 1.03
N 3.11 -1.58 2.49
C 3.28 -0.06 4.37
H -1.53 1.11 -1.99
C 0.30 -7.67 -2.57
N 2.97 -6.97 4.90
C -4.07 6.86 -1.69
S 1.12 -2.08 1.02
N 1.59 -1.11 5.44
C 1.27 -2.56 -9.19
O -2.71 1.66 2.70
C 1.79 10.86 -12.50
H -1.53 -8.59 12.20
C 3.38 2.30 -4.50
H -0.17 1.20 3.66
C 5.57 -2.05 -2.73
C -4.56 -2.34 4.88
H 2.79 -0.77 -5.96
H 0.19 0.54 1.66
C -3.03 0.67 1.40
H 0.95 1.09 -0.29
H 0.75 -0.66 0.26
H -1.74 0.92 1.97
H -1.18 0.64 -0.25
H -3.83 -3.15 1.42
H 1.15 0.00 0.28
C -6.18 3.64 -0.23
H 0.95 2.22 1.32
C 0.92 6.49 -4.87
H -0.55 -4.22 -0.17
H -1.18 0.77 3.02
H 0.92 -1.07 -3.34
H -0.13 0.13 0.37
H 0.46 2.04 -1.47
H -1.26 0.24 -1.21
H 11.60 -9.81 -10.09
H 1.14 1.45 -0.68
H 4.57 6.01 6.35

=====

# 2
Entry from the OMol25 dataset: a structure of composition C14H23N3P2PmSe (ωB97M-V/def2-TZVPD).

## Properties
Net charge = +3
LUMO energy (alpha / beta) = -11.5 / -10.3 eV
Energy relative to the best compared isomer or geometry (same formula, charge and spin) = 14.6 kcal/mol
HOMO energy (alpha / beta) = -18.1 / -18.1 eV
HOMO-LUMO gap (alpha / beta) = 6.603 / 7.800 eV
E = -4403.07602 Eh
2S+1 = 5

CARTESIAN COORDINATES (ANGSTROEM)
Pm1 0.354 -0.519 -0.396
C1 -3.581 -0.638 -1.337
P1 -2.496 -0.840 0.104
C2 -3.417 -0.135 1.494
C3 -2.430 -2.654 0.387
C4 -1.572 -3.052 1.591
P2 0.228 -2.846 1.315
C5 1.012 -3.017 2.936
C6 0.738 -4.302 0.355
H1 -3.707 0.418 -1.573
H2 -4.560 -1.065 -1.109
H3 -3.185 -1.156 -2.210
H4 -4.354 -0.681 1.612
H5 -3.645 0.910 1.279
H6 -2.853 -0.175 2.425
H7 -2.086 -3.140 -0.533
H8 -3.460 -2.997 0.521
H9 -1.745 -4.099 1.851
H10 -1.838 -2.474 2.480
H11 0.701 -3.971 3.365
H12 0.707 -2.212 3.604
H13 2.097 -3.012 2.841
H14 0.450 -5.204 0.899
H15 1.820 -4.304 0.221
H16 0.268 -4.327 -0.629
C7 4.311 2.344 0.915
C8 3.205 1.486 0.512
N1 2.329 0.817 0.178
H17 4.684 2.012 1.885
H18 3.948 3.370 0.989
H19 5.099 2.277 0.165
Se1 -0.508 -1.418 -4.174
N2 0.427 -1.390 -2.615
C9 1.640 -1.911 -2.874
C10 2.696 -2.089 -1.936
C11 3.865 -2.640 -2.363
C12 4.072 -3.039 -3.725
C13 3.097 -2.888 -4.651
C14 1.848 -2.317 -4.240
N3 0.822 -2.131 -5.050
H20 2.596 -1.828 -0.882
H21 4.673 -2.792 -1.658
H22 5.024 -3.471 -4.001
H23 3.226 -3.183 -5.683

Cartesian forces, eV/Å:
Pm 0.44 0.20 -0.63
C -0.07 -0.08 0.01
P 0.01 0.05 -0.01
C 0.00 -0.01 0.02
C -0.21 -0.04 0.00
C 0.02 -0.13 0.11
P -0.05 -0.02 -0.08
C -0.06 -0.05 0.02
C -0.04 -0.09 0.04
H -0.01 0.01 0.01
H -0.01 0.03 -0.02
H 0.02 0.00 0.00
H -0.01 0.03 0.03
H 0.00 0.00 0.00
H 0.00 -0.02 0.00
H 0.04 0.02 0.00
H 0.02 -0.03 0.06
H -0.03 0.00 0.00
H -0.02 0.02 -0.01
H 0.04 0.01 0.05
H 0.00 0.00 0.00
H 0.01 0.00 -0.02
H 0.04 -0.02 -0.02
H 0.01 -0.01 0.01
H -0.02 0.03 0.01
C -0.31 -0.25 -0.10
C 0.26 0.24 0.03
N -0.21 0.02 0.12
H 0.03 0.01 0.01
H 0.02 0.02 0.00
H 0.03 0.02 0.01
Se 0.04 -0.05 -0.20
N 0.06 0.06 0.37
C 0.18 -0.02 0.15
C -0.20 0.00 -0.07
C 0.13 -0.08 -0.17
C 0.03 0.03 0.18
C -0.13 0.05 -0.02
C 0.08 -0.08 -0.14
N -0.17 0.12 0.18
H 0.08 -0.03 0.06
H 0.00 0.01 0.00
H 0.00 0.01 0.02
H -0.03 0.00 0.00

=====

# 3
Entry from the OMol25 dataset: the ion C14H23N6O4 with charge +1 (ωB97M-V/def2-TZVPD).

## Properties
Net charge = +1
LUMO energy = -2.8 eV
Energy relative to the best compared isomer or geometry (same formula, charge and spin) = 0.0 kcal/mol
SMILES = CNC(=O)[C@@H](CCC(N)=O)NC(=O)[C@@H](Cc1c[nH]c[nH+]1)NC(C)=O
HOMO energy = -11.5 eV
HOMO-LUMO gap = 8.758 eV
E = -1176.58017 Eh
2S+1 = 1

CARTESIAN COORDINATES (ANGSTROEM)
C1 -4.787 -2.176 2.021
N1 -3.783 -1.876 0.913
C2 -2.638 -1.170 1.086
O1 -2.443 -0.617 2.128
C3 -1.684 -1.015 -0.095
C4 -2.456 -0.768 -1.427
C5 -2.166 -1.727 -2.622
C6 -2.629 -3.148 -2.304
N2 -2.257 -4.170 -3.081
O2 -3.690 -3.311 -1.684
N3 -0.793 0.127 0.146
C7 0.325 0.282 -0.609
O3 0.496 -0.383 -1.662
C8 1.485 1.198 -0.050
C9 2.055 0.729 1.317
C10 2.510 1.847 2.181
C11 2.329 1.675 3.510
N4 2.765 2.820 4.134
C12 3.138 3.703 3.141
N5 2.977 3.106 1.974
N6 2.536 1.119 -1.113
C13 3.487 2.028 -1.406
C14 4.271 1.813 -2.734
O4 3.635 3.056 -0.732
H1 -4.825 -1.352 2.810
H2 -4.352 -2.880 2.655
H3 -5.660 -2.343 1.432
H4 -3.974 -2.337 0.036
H5 -1.239 -1.986 -0.079
H6 -3.478 -0.774 -1.220
H7 -2.274 0.184 -1.869
H8 -2.595 -1.366 -3.554
H9 -1.177 -1.660 -3.073
H10 -2.899 -4.978 -3.058
H11 -1.439 -4.057 -3.753
H12 -0.954 0.563 1.025
H13 0.895 2.026 -0.009
H14 2.852 0.042 1.219
H15 1.259 0.201 1.854
H16 1.887 0.881 4.056
H17 2.696 3.034 5.129
H18 3.326 4.788 3.286
H19 3.343 3.457 1.061
H20 2.522 0.398 -1.830
H21 4.808 0.808 -2.690
H22 4.994 2.492 -2.951
H23 3.600 1.714 -3.509

Cartesian forces, eV/Å:
C 2.30 3.21 -0.58
N -0.07 -0.05 0.72
C -2.39 -0.37 -1.10
O 1.47 1.42 2.35
C -1.42 1.17 -1.25
C 1.53 -1.21 -1.35
C 0.85 -0.23 0.83
C -3.15 0.60 -1.81
N 2.36 -0.37 -1.38
O 0.98 0.45 1.10
N 0.79 -1.05 -0.55
C 0.76 -2.85 -1.16
O -0.34 1.63 2.16
C 1.46 -4.27 -1.88
C -1.37 1.10 -1.21
C -1.19 -1.47 1.02
C 0.62 1.22 0.59
N 0.23 1.60 -1.52
C -0.57 0.39 2.08
N 0.82 0.28 -0.40
N 0.17 0.46 -0.19
C 0.04 1.60 -0.32
C -0.38 -3.85 3.20
O 0.22 -0.31 0.27
H -0.43 -0.26 -1.80
H 0.06 -2.30 0.47
H -0.93 -0.55 0.63
H 0.17 -0.21 -0.29
H 1.29 -0.51 -0.48
H -1.69 -0.23 0.15
H 0.51 1.05 0.35
H -1.52 -0.22 0.21
H 0.89 -0.28 1.21
H 0.99 0.63 -0.23
H -1.85 -0.65 1.38
H 0.09 0.42 0.81
H -0.45 3.57 0.28
H 0.82 -0.84 -0.67
H 0.19 0.20 0.03
H -0.11 -0.55 0.24
H 0.11 0.01 -0.54
H 0.24 -1.20 -0.09
H -0.53 -0.38 -0.06
H -1.07 -0.30 0.67
H -0.67 1.07 0.08
H 1.79 2.38 -0.18
H -1.59 -0.02 -1.79

=====

# 4
Entry from the OMol25 dataset: a cluster of 2 separate species, C14H23N6O6 in total (ωB97M-V/def2-TZVPD).

## Properties
Net charge = -1
LUMO energy = 2.0 eV
Energy relative to the best compared isomer or geometry (same formula, charge and spin) = 0.0 kcal/mol
HOMO energy = -4.8 eV
HOMO-LUMO gap = 6.888 eV
E = -1327.43373 Eh
2S+1 = 1

CARTESIAN COORDINATES (ANGSTROEM)
O1 0.941 5.297 -5.748
O2 -0.947 -6.540 6.070
O3 -0.112 0.542 -1.911
O4 -1.471 5.592 -2.368
O5 1.146 2.338 -1.720
N1 -0.436 -2.644 -0.205
O6 -1.614 -7.049 3.969
C1 1.546 4.441 -5.116
C2 -1.509 -6.218 5.034
C3 0.133 1.741 -2.157
C4 -0.454 4.910 -2.487
C5 0.735 -2.262 0.190
C6 -0.983 -3.327 0.864
C7 -0.106 -3.382 1.921
N2 1.484 -1.464 -0.612
N3 1.011 -2.711 1.459
N4 0.596 5.065 -1.672
N5 -1.782 -3.882 6.048
N6 1.006 3.708 -4.149
C8 2.996 4.157 -5.421
C9 0.689 6.053 -0.602
C10 -0.329 -3.977 3.290
C11 -2.147 -4.803 4.943
C12 -1.832 -4.121 3.602
C13 -0.836 2.478 -3.103
C14 -0.354 3.855 -3.611
H1 -1.153 -7.860 4.231
H2 -1.984 -3.745 0.858
H3 0.878 -0.976 -1.295
H4 2.128 -0.843 -0.143
H5 1.860 -2.501 1.970
H6 1.284 4.317 -1.711
H7 -1.949 -4.337 6.947
H8 -0.802 -3.612 5.977
H9 1.595 3.055 -3.646
H10 3.342 4.859 -6.178
H11 3.580 4.273 -4.510
H12 3.083 3.137 -5.790
H13 1.718 6.120 -0.249
H14 0.365 7.026 -0.974
H15 0.039 5.753 0.222
H16 0.172 -4.948 3.333
H17 0.131 -3.328 4.042
H18 -3.230 -4.960 4.983
H19 -2.305 -4.715 2.814
H20 -2.297 -3.130 3.589
H21 -1.795 2.602 -2.598
H22 -1.006 1.841 -3.972
H23 -1.025 4.176 -4.408

Cartesian forces, eV/Å:
O -0.24 0.15 -0.02
O -0.44 -0.29 -1.33
O -0.70 0.07 -0.42
O 0.03 -0.23 -0.17
O 0.46 0.80 -0.19
N -1.34 -0.81 0.31
O -0.12 0.67 0.47
C -0.04 0.88 -0.85
C 0.61 0.59 1.77
C 0.46 -1.09 0.30
C -0.70 0.81 -0.07
C -0.45 0.17 -0.03
C 0.46 -0.17 0.55
C -1.56 -0.29 -0.41
N 0.94 0.07 -0.12
N 1.18 0.60 0.11
N 1.22 -0.07 -0.05
N -0.35 -0.99 -0.45
N -0.54 -0.73 0.82
C -0.03 -0.06 0.08
C -0.56 -0.45 -0.54
C 0.13 0.30 -0.36
C 0.44 0.49 -0.30
C 0.10 -0.28 -0.29
C 0.13 0.29 -0.11
C 0.55 -0.35 0.41
H -0.03 -0.01 -0.02
H 0.22 0.16 -0.23
H 0.38 0.24 0.44
H -0.18 0.09 -0.18
H -0.40 -0.11 -0.12
H -0.25 -0.05 0.16
H 0.35 0.18 -0.35
H -0.30 -0.28 0.17
H -0.14 0.07 0.16
H -0.05 -0.06 0.06
H 0.20 -0.12 0.00
H 0.21 -0.09 0.02
H -0.06 -0.09 -0.10
H -0.01 -0.05 0.08
H 0.00 0.19 0.17
H -0.02 -0.11 0.26
H 0.10 -0.03 0.06
H 0.04 -0.01 0.04
H 0.10 0.09 0.02
H 0.06 -0.21 0.06
H 0.00 -0.02 0.00
H -0.03 -0.08 0.10
H 0.18 0.22 0.10

=====

What did the first record say?
Entry from the OMol25 dataset: a structure of composition C14H23N3O3S (ωB97M-V/def2-TZVPD).

## Properties
LUMO energy = 0.3 eV
Energy relative to the best compared isomer or geometry (same formula, charge and spin) = 289.9 kcal/mol
HOMO energy = -8.5 eV
HOMO-LUMO gap = 8.765 eV
E = -1335.01429 Eh
2S+1 = 1

CARTESIAN COORDINATES (ANGSTROEM)
C1 5.809 0.472 2.063
C2 4.914 1.235 1.134
H1 5.419 2.073 0.473
H2 4.090 1.742 1.737
O1 4.091 0.136 0.154
C3 3.059 0.758 -0.433
O2 2.754 1.895 -0.361
N1 2.493 -0.078 -1.374
C4 2.681 -1.496 -1.168
H3 3.055 -1.751 -0.044
C5 1.376 -2.067 -1.384
N2 0.206 -1.428 -0.986
C6 -0.202 -2.036 0.185
S1 0.423 -2.914 1.344
N3 -1.381 -1.203 0.592
C7 -2.556 -0.932 0.083
O3 -2.493 -1.242 -1.183
C8 -3.653 -0.378 0.877
H4 -3.692 -0.906 1.562
C9 -4.915 -0.063 0.069
H5 -4.704 -0.371 -1.175
C10 -5.344 1.473 0.222
C11 -3.882 2.149 0.389
H6 -3.355 2.122 -0.414
H7 -3.968 3.215 0.488
C12 -3.143 1.096 1.314
H8 -3.647 1.039 2.313
H9 -2.111 1.372 1.365
H10 -5.971 1.514 1.026
H11 -5.675 1.720 -0.760
H12 -5.694 -0.633 0.235
H13 -1.547 -1.290 1.593
C13 0.121 -0.203 -1.510
H14 -0.686 -0.466 -2.342
C14 1.385 0.203 -2.109
H15 1.440 1.561 -2.142
H16 1.621 -0.137 -3.283
H17 -0.283 0.483 -0.519
H18 1.284 -2.327 -2.466
H19 1.333 -3.128 -0.852
H20 3.627 -1.948 -1.561
H21 6.324 0.023 1.576
H22 5.144 -0.302 2.625
H23 6.252 1.018 2.648

Cartesian forces, eV/Å:
C -16.91 1.52 3.65
C -2.39 1.21 -1.00
H -1.07 -2.16 0.97
H 0.95 -0.65 -1.21
O 2.09 2.93 2.64
C 0.81 -1.82 -2.05
O -0.59 2.82 1.03
N 3.11 -1.58 2.49
C 3.28 -0.06 4.37
H -1.53 1.11 -1.99
C 0.30 -7.67 -2.57
N 2.97 -6.97 4.90
C -4.07 6.86 -1.69
S 1.12 -2.08 1.02
N 1.59 -1.11 5.44
C 1.27 -2.56 -9.19
O -2.71 1.66 2.70
C 1.79 10.86 -12.50
H -1.53 -8.59 12.20
C 3.38 2.30 -4.50
H -0.17 1.20 3.66
C 5.57 -2.05 -2.73
C -4.56 -2.34 4.88
H 2.79 -0.77 -5.96
H 0.19 0.54 1.66
C -3.03 0.67 1.40
H 0.95 1.09 -0.29
H 0.75 -0.66 0.26
H -1.74 0.92 1.97
H -1.18 0.64 -0.25
H -3.83 -3.15 1.42
H 1.15 0.00 0.28
C -6.18 3.64 -0.23
H 0.95 2.22 1.32
C 0.92 6.49 -4.87
H -0.55 -4.22 -0.17
H -1.18 0.77 3.02
H 0.92 -1.07 -3.34
H -0.13 0.13 0.37
H 0.46 2.04 -1.47
H -1.26 0.24 -1.21
H 11.60 -9.81 -10.09
H 1.14 1.45 -0.68
H 4.57 6.01 6.35

=====

What did the fourth record say?
Entry from the OMol25 dataset: a cluster of 2 separate species, C14H23N6O6 in total (ωB97M-V/def2-TZVPD).

## Properties
Net charge = -1
LUMO energy = 2.0 eV
Energy relative to the best compared isomer or geometry (same formula, charge and spin) = 0.0 kcal/mol
HOMO energy = -4.8 eV
HOMO-LUMO gap = 6.888 eV
E = -1327.43373 Eh
2S+1 = 1

CARTESIAN COORDINATES (ANGSTROEM)
O1 0.941 5.297 -5.748
O2 -0.947 -6.540 6.070
O3 -0.112 0.542 -1.911
O4 -1.471 5.592 -2.368
O5 1.146 2.338 -1.720
N1 -0.436 -2.644 -0.205
O6 -1.614 -7.049 3.969
C1 1.546 4.441 -5.116
C2 -1.509 -6.218 5.034
C3 0.133 1.741 -2.157
C4 -0.454 4.910 -2.487
C5 0.735 -2.262 0.190
C6 -0.983 -3.327 0.864
C7 -0.106 -3.382 1.921
N2 1.484 -1.464 -0.612
N3 1.011 -2.711 1.459
N4 0.596 5.065 -1.672
N5 -1.782 -3.882 6.048
N6 1.006 3.708 -4.149
C8 2.996 4.157 -5.421
C9 0.689 6.053 -0.602
C10 -0.329 -3.977 3.290
C11 -2.147 -4.803 4.943
C12 -1.832 -4.121 3.602
C13 -0.836 2.478 -3.103
C14 -0.354 3.855 -3.611
H1 -1.153 -7.860 4.231
H2 -1.984 -3.745 0.858
H3 0.878 -0.976 -1.295
H4 2.128 -0.843 -0.143
H5 1.860 -2.501 1.970
H6 1.284 4.317 -1.711
H7 -1.949 -4.337 6.947
H8 -0.802 -3.612 5.977
H9 1.595 3.055 -3.646
H10 3.342 4.859 -6.178
H11 3.580 4.273 -4.510
H12 3.083 3.137 -5.790
H13 1.718 6.120 -0.249
H14 0.365 7.026 -0.974
H15 0.039 5.753 0.222
H16 0.172 -4.948 3.333
H17 0.131 -3.328 4.042
H18 -3.230 -4.960 4.983
H19 -2.305 -4.715 2.814
H20 -2.297 -3.130 3.589
H21 -1.795 2.602 -2.598
H22 -1.006 1.841 -3.972
H23 -1.025 4.176 -4.408

Cartesian forces, eV/Å:
O -0.24 0.15 -0.02
O -0.44 -0.29 -1.33
O -0.70 0.07 -0.42
O 0.03 -0.23 -0.17
O 0.46 0.80 -0.19
N -1.34 -0.81 0.31
O -0.12 0.67 0.47
C -0.04 0.88 -0.85
C 0.61 0.59 1.77
C 0.46 -1.09 0.30
C -0.70 0.81 -0.07
C -0.45 0.17 -0.03
C 0.46 -0.17 0.55
C -1.56 -0.29 -0.41
N 0.94 0.07 -0.12
N 1.18 0.60 0.11
N 1.22 -0.07 -0.05
N -0.35 -0.99 -0.45
N -0.54 -0.73 0.82
C -0.03 -0.06 0.08
C -0.56 -0.45 -0.54
C 0.13 0.30 -0.36
C 0.44 0.49 -0.30
C 0.10 -0.28 -0.29
C 0.13 0.29 -0.11
C 0.55 -0.35 0.41
H -0.03 -0.01 -0.02
H 0.22 0.16 -0.23
H 0.38 0.24 0.44
H -0.18 0.09 -0.18
H -0.40 -0.11 -0.12
H -0.25 -0.05 0.16
H 0.35 0.18 -0.35
H -0.30 -0.28 0.17
H -0.14 0.07 0.16
H -0.05 -0.06 0.06
H 0.20 -0.12 0.00
H 0.21 -0.09 0.02
H -0.06 -0.09 -0.10
H -0.01 -0.05 0.08
H 0.00 0.19 0.17
H -0.02 -0.11 0.26
H 0.10 -0.03 0.06
H 0.04 -0.01 0.04
H 0.10 0.09 0.02
H 0.06 -0.21 0.06
H 0.00 -0.02 0.00
H -0.03 -0.08 0.10
H 0.18 0.22 0.10